Computed, not measured: a molecular structure, C20H21N5O4SSc at a distorted geometry, with wB97M-V/def2-TZVPD.

Values from the calculation:
- Energy relative to the best compared isomer or geometry (same formula, charge and spin): 0.0 kJ/mol
- Total charge: +1
- LUMO: -3.1 eV
- Orbital gap: 7.9 eV
- Highest occupied orbital energy: -0.4035 Eh
- Calculated total energy: -68256.0351 eV

Geometry (Å):
Sc (-1.375657, -0.490667, 1.995658)
O (-1.891247, 1.034541, 3.046839)
N (-2.230426, 1.003328, 4.347552)
C (-2.214921, 2.173731, 5.029021)
C (-2.557185, 2.203675, 6.345834)
C (-2.919618, 1.006133, 6.970667)
C (-2.925062, -0.167085, 6.255453)
C (-2.571776, -0.187318, 4.900550)
S (-2.559712, -1.620507, 3.937685)
H (-1.920181, 3.036416, 4.452025)
H (-2.541220, 3.145402, 6.877927)
H (-3.198830, 1.003549, 8.018783)
H (-3.194385, -1.109791, 6.710008)
N (-1.430559, -2.564635, 0.890960)
C (-0.093175, -3.092162, 1.342152)
C (0.870719, -1.915792, 1.476972)
O (1.900186, -1.861040, 0.865474)
O (0.398646, -0.971399, 2.303050)
H (-2.153409, -3.208331, 1.168276)
H (-1.438119, -2.560535, -0.116511)
H (0.329566, -3.815333, 0.658748)
H (-0.215716, -3.541415, 2.321495)
C (4.752249, -0.723732, -1.724887)
C (3.576069, -0.372351, -2.607167)
C (2.444936, -1.179358, -2.658990)
C (1.363456, -0.863337, -3.472132)
C (1.378338, 0.298076, -4.227908)
N (0.275254, 0.699701, -5.036809)
C (-1.071677, 0.512197, -4.868760)
O (-1.863669, 0.540967, -5.785030)
N (-1.544944, 0.279037, -3.560497)
C (-1.066097, 0.735066, -2.339421)
C (-0.127947, 1.761542, -2.207641)
C (0.313892, 2.124325, -0.951619)
C (-0.187945, 1.482465, 0.158845)
N (-1.123820, 0.529317, 0.050880)
C (-1.545492, 0.168541, -1.169304)
C (2.508817, 1.108907, -4.202562)
C (3.594275, 0.768634, -3.409147)
H (4.557752, -1.630738, -1.150658)
H (4.967901, 0.082921, -1.019612)
H (5.653771, -0.882422, -2.322524)
H (2.409210, -2.076253, -2.051661)
H (0.510217, -1.530596, -3.519406)
H (0.496638, 1.043505, -5.954781)
H (-2.458439, -0.139729, -3.580593)
H (0.245640, 2.274848, -3.084985)
H (1.046324, 2.914461, -0.831887)
H (0.147973, 1.733403, 1.152166)
H (-2.319705, -0.589780, -1.219276)
H (2.529647, 2.017404, -4.799572)
H (4.469454, 1.412213, -3.403680)

Atomic forces in eV per Å
Sc -1.30 -0.52 -0.48
O -0.24 0.93 0.91
N -0.05 0.10 0.05
C 0.02 -0.07 -0.23
C -0.04 0.04 0.16
C -0.05 -0.08 0.09
C -0.02 0.01 0.11
C -0.02 0.01 -0.11
S -0.14 0.14 0.06
H 0.00 -0.05 -0.05
H 0.00 -0.09 -0.04
H 0.04 -0.02 -0.11
H -0.01 0.04 0.01
N 0.66 0.01 0.44
C -0.10 0.20 -0.04
C 0.08 -0.01 0.08
O 0.06 0.12 0.13
O 1.52 -0.60 -0.33
H -0.28 -0.23 0.14
H -0.01 0.11 -0.36
H -0.06 -0.18 -0.18
H -0.06 -0.09 0.15
C -0.10 0.04 -0.09
C 0.12 -0.03 0.09
C -0.03 0.02 0.02
C -0.06 -0.14 0.04
C -0.11 0.02 -0.05
N 0.03 0.01 0.19
C -0.10 0.06 0.00
O 0.25 -0.05 0.21
N 0.33 -0.05 0.05
C 0.03 0.06 -0.27
C 0.07 0.17 -0.10
C 0.16 0.19 -0.15
C -0.22 -0.15 -0.09
N 0.08 0.16 -0.47
C -0.12 -0.04 0.16
C 0.06 0.09 0.03
C 0.00 0.05 -0.03
H 0.00 0.08 -0.04
H -0.03 -0.05 -0.05
H -0.08 0.00 0.03
H 0.00 0.01 -0.02
H 0.02 0.05 -0.01
H -0.01 -0.02 -0.22
H -0.18 0.05 0.02
H -0.07 -0.05 0.11
H -0.07 -0.11 -0.03
H 0.08 0.03 0.18
H 0.03 -0.04 0.03
H 0.02 -0.10 0.06
H -0.08 -0.06 -0.01

***

Computed, not measured: 2 unconnected molecules or ions with the total composition C3H9N2S at a distorted geometry, with wB97M-V/def2-TZVPD.

Values from the calculation:
- Energy relative to the best compared isomer or geometry (same formula, charge and spin): 141.7 kJ/mol
- Total charge: -1
- LUMO: 4.0 eV
- Orbital gap: 6.5 eV
- Highest occupied orbital energy: -0.0923 Eh
- Calculated total energy: -17072.0571 eV

Geometry (Å):
C (2.770662, 0.153499, 0.677150)
N (2.534000, 1.451974, 0.857561)
H (2.278563, -0.620273, 1.278514)
H (3.501675, -0.207993, -0.042429)
H (3.230328, 2.035652, 0.385246)
C (-1.371511, 0.990407, -0.457411)
C (-1.166383, -0.043017, 0.657732)
S (-0.282999, -1.493982, 0.034937)
N (-2.011618, 0.417821, -1.694263)
H (-0.320664, 1.268382, -0.736689)
H (-1.943913, 1.937247, -0.188255)
H (-2.132641, -0.312563, 1.155631)
H (-0.613220, 0.427217, 1.516883)
H (-2.972459, 0.178800, -1.469573)
H (-1.552960, -0.496654, -1.866240)

Atomic forces in eV per Å
C -0.45 3.43 0.66
N 0.86 -3.52 0.45
H -0.37 0.56 -0.44
H 0.19 0.00 -0.07
H -0.35 -0.39 -0.58
C 0.37 0.15 -0.92
C -0.50 0.55 1.36
S 0.14 -0.34 0.09
N 0.42 0.13 0.45
H -0.94 0.11 0.04
H 0.61 -1.14 -0.03
H 0.32 -0.02 -0.63
H -0.13 -0.15 -0.84
H -0.04 0.00 0.11
H -0.13 0.64 0.34

***

Computed, not measured: a single C5H4O molecule at a distorted geometry, with wB97M-V/def2-TZVPD.

Values from the calculation:
- Energy relative to the best compared isomer or geometry (same formula, charge and spin): 561.5 kJ/mol
- LUMO (spin up / spin down): -1.3 / -1.3 eV
- Orbital gap (spin up / spin down): 7.6 / 7.5 eV
- Highest occupied orbital energy (spin up / spin down): -0.3263 / -0.3246 Eh
- Calculated total energy: -7289.8891 eV

Geometry (Å):
C (0.800544, 0.012793, -0.183500)
C (-0.100424, 1.149269, -0.372642)
C (1.660601, -0.907460, 0.087038)
C (-1.291974, 0.252665, -0.013788)
C (-2.230925, -0.401598, 0.373519)
O (0.409704, 1.991323, 0.491329)
H (-0.227319, 1.432472, -1.434604)
H (2.705472, -0.640466, 0.224253)
H (1.376914, -1.949008, 0.172769)
H (-3.102593, -0.939990, 0.655626)

Atomic forces in eV per Å
C 0.51 0.05 -0.46
C -0.30 -1.87 -0.02
C 0.15 0.53 0.08
C -1.03 0.68 0.34
C 0.44 0.29 -0.35
O 0.39 0.28 0.15
H 0.04 0.06 0.14
H -0.11 0.05 0.27
H -0.12 0.04 -0.23
H 0.03 -0.10 0.07

***

Computed, not measured: a molecular structure, C43H37OP2SeSn at a distorted geometry, with wB97M-V/def2-TZVPD.

Values from the calculation:
- Total charge: +3
- LUMO (spin up / spin down): -12.1 / -11.5 eV
- Orbital gap (spin up / spin down): 4.4 / 5.1 eV
- Highest occupied orbital energy (spin up / spin down): -0.6060 / -0.6099 Eh
- Calculated total energy: -136963.6584 eV

Geometry (Å):
Sn (0.470397, -0.147034, -0.598589)
P (-0.109402, 2.586681, -0.663926)
C (-0.945608, 0.151638, 1.273156)
O (-1.150846, -0.094839, 2.379872)
P (-0.258882, -2.686311, -0.603790)
C (-0.171853, 3.488413, 0.922433)
C (-1.652929, 3.116015, -1.470498)
C (1.235947, 3.384389, -1.612674)
C (1.226947, -3.699826, -0.921756)
C (-0.930225, -3.353584, 0.959965)
C (-1.473579, -3.145758, -1.884383)
C (0.818090, 4.410240, 1.309670)
C (0.751987, 5.014208, 2.567680)
C (-0.310164, 4.721802, 3.426414)
C (-1.321206, 3.838715, 3.035418)
C (-1.252445, 3.227223, 1.785458)
H (1.620292, 4.667241, 0.618958)
H (1.528888, 5.724646, 2.862526)
H (-0.355209, 5.192436, 4.408586)
H (-2.169202, 3.635320, 3.694970)
H (-2.046746, 2.553283, 1.467593)
C (2.568918, 3.072590, -1.280875)
C (3.611492, 3.577268, -2.057406)
C (3.335187, 4.419616, -3.141997)
C (2.016164, 4.760180, -3.454653)
C (0.965868, 4.239045, -2.695525)
H (2.781636, 2.417763, -0.426078)
H (4.642031, 3.324472, -1.805764)
H (4.151769, 4.806939, -3.749181)
H (1.795689, 5.431986, -4.286225)
H (-0.062248, 4.504864, -2.932062)
C (-2.194778, 4.389999, -1.223820)
C (-3.369460, 4.788864, -1.865903)
C (-4.004816, 3.920519, -2.757006)
C (-3.466976, 2.652959, -3.008443)
C (-2.292930, 2.244771, -2.374031)
H (-1.701719, 5.069172, -0.526365)
H (-3.778086, 5.781020, -1.669727)
H (-4.922867, 4.230159, -3.255849)
H (-3.961393, 1.977147, -3.706714)
H (-1.860266, 1.258929, -2.566339)
C (-2.122529, -4.096726, 1.012629)
C (-2.574312, -4.592024, 2.237861)
C (-1.844511, -4.352317, 3.406388)
C (-0.656656, -3.609680, 3.361741)
C (-0.210219, -3.108202, 2.141251)
H (-2.678315, -4.292276, 0.092151)
H (-3.495979, -5.178112, 2.268678)
H (-2.202643, -4.740714, 4.358973)
H (-0.078451, -3.428580, 4.270972)
H (0.721277, -2.533077, 2.088120)
C (2.148513, -3.239832, -1.879917)
C (3.368142, -3.891938, -2.029235)
C (3.650438, -5.031428, -1.266512)
C (2.706894, -5.536745, -0.366824)
C (1.489295, -4.875987, -0.200203)
H (1.912463, -2.346000, -2.465842)
H (4.098641, -3.517476, -2.748016)
H (4.610876, -5.530192, -1.372142)
H (2.905331, -6.444285, 0.204987)
H (0.743395, -5.266825, 0.492723)
C (-1.298024, -4.292961, -2.677384)
C (-2.245864, -4.619634, -3.651381)
C (-3.362675, -3.801270, -3.848599)
C (-3.537606, -2.653732, -3.066079)
C (-2.605159, -2.324155, -2.081569)
H (-0.426153, -4.931675, -2.520478)
H (-2.108996, -5.523271, -4.246500)
H (-4.096957, -4.058489, -4.611357)
H (-4.412181, -2.018012, -3.213835)
H (-2.748400, -1.436134, -1.457871)
H (1.640232, 0.004107, -1.869779)
H (0.256711, -0.072227, -2.324822)
Se (2.706667, -0.489785, 0.901730)
C (2.228283, -0.105947, 2.690990)
C (1.655925, 1.118299, 3.076362)
C (1.509505, 1.416660, 4.430107)
C (1.848668, 0.456793, 5.399274)
C (2.356040, -0.795943, 5.012253)
C (2.550795, -1.077061, 3.663718)
H (1.375611, 1.845935, 2.308127)
H (1.134802, 2.399354, 4.741782)
H (1.722831, 0.688450, 6.460602)
H (2.623190, -1.547163, 5.764509)
H (2.983677, -2.022910, 3.339256)

Atomic forces in eV per Å
Sn -0.26 0.61 1.12
P 0.28 2.00 -0.58
C -1.63 -1.28 5.52
O 0.60 0.97 -3.99
P -0.71 -2.82 -0.16
C 0.11 -0.50 0.41
C -0.44 -0.91 -0.28
C 0.13 -0.57 -0.09
C 0.27 0.61 -0.10
C -0.01 0.79 0.32
C -0.27 0.88 -0.39
C 0.03 -0.20 -0.02
C -0.06 -0.05 -0.26
C 0.00 -0.07 0.03
C -0.01 -0.01 -0.13
C 0.16 -0.07 0.12
H -0.13 -0.09 0.26
H -0.33 -0.23 -0.10
H -0.01 -0.08 -0.26
H 0.32 0.10 -0.23
H 0.02 0.20 0.07
C 0.00 -0.25 -0.23
C -0.07 0.14 0.09
C -0.11 -0.16 0.12
C -0.07 -0.11 0.29
C -0.01 -0.15 0.04
H 0.01 0.25 -0.30
H -0.28 0.10 -0.10
H -0.17 -0.08 0.17
H 0.10 -0.22 0.27
H 0.23 -0.09 -0.06
C 0.00 -0.04 0.19
C 0.28 -0.20 -0.04
C 0.19 -0.15 0.09
C 0.12 -0.07 -0.06
C -0.04 0.46 0.27
H -0.17 -0.17 -0.19
H 0.12 -0.31 -0.07
H 0.24 -0.10 0.13
H 0.11 0.22 0.18
H -0.25 0.20 -0.05
C -0.01 0.20 -0.25
C 0.18 -0.01 -0.12
C 0.07 0.13 -0.14
C -0.03 -0.03 -0.24
C 0.14 0.04 0.10
H 0.10 0.05 0.38
H 0.34 0.21 0.02
H 0.08 0.08 -0.24
H -0.23 -0.07 -0.30
H -0.27 -0.22 0.12
C 0.07 0.12 0.42
C -0.04 -0.07 -0.16
C -0.16 0.10 0.09
C -0.20 0.17 -0.26
C -0.10 0.22 0.26
H 0.19 -0.30 0.01
H -0.21 -0.15 0.21
H -0.18 0.10 -0.03
H -0.03 0.27 -0.22
H 0.29 0.11 -0.11
C 0.20 0.09 0.15
C -0.08 0.14 0.23
C 0.29 -0.01 0.18
C 0.04 0.06 0.24
C 0.25 -0.27 -0.18
H -0.28 0.18 -0.14
H -0.04 0.29 0.15
H 0.19 0.08 0.19
H 0.26 -0.21 0.03
H -0.06 -0.19 -0.21
H 0.39 -0.02 -1.22
H 0.57 0.08 -0.67
Se 0.01 0.41 0.19
C -0.41 -0.16 0.07
C 0.27 0.49 0.21
C -0.10 -0.10 -0.16
C 0.09 -0.13 -0.20
C 0.12 0.09 -0.03
C -0.10 -0.10 -0.01
H 0.17 -0.11 0.37
H 0.11 -0.51 -0.20
H 0.04 -0.10 -0.40
H -0.11 0.39 -0.32
H -0.13 0.13 0.19

***

Computed, not measured: a molecular structure, C10H32O11 at a distorted geometry, with wB97M-V/def2-TZVPD.

Values from the calculation:
- Energy relative to the best compared isomer or geometry (same formula, charge and spin): 770.7 kJ/mol
- LUMO: 0.0 eV
- Orbital gap: 8.9 eV
- Highest occupied orbital energy: -0.3244 Eh
- Calculated total energy: -33401.1685 eV

Geometry (Å):
C (2.764826, 1.079551, 3.147718)
C (2.060136, 0.270431, 1.991238)
O (2.244126, 0.663161, 0.628308)
O (2.223916, 2.354971, 3.433388)
H (3.804866, 1.182611, 2.838208)
H (2.877866, 0.590071, 4.115058)
H (0.974186, 0.293961, 2.082168)
H (2.382976, -0.769139, 2.047518)
H (2.472696, -0.009919, -0.016922)
H (2.292246, 2.865131, 2.623038)
C (-2.318374, -1.206019, 0.118178)
C (-3.532344, -1.875369, -0.446982)
O (-3.401514, -2.656029, -1.623012)
O (-1.339154, -2.267019, 0.225248)
H (-2.567794, -0.774689, 1.087628)
H (-2.081504, -0.437639, -0.617752)
H (-4.238094, -1.081519, -0.691612)
H (-4.036744, -2.397409, 0.366128)
H (-2.757954, -3.355879, -1.490192)
H (-0.490464, -1.827309, 0.135908)
C (2.150556, -0.973629, -3.972422)
C (1.825626, -0.808689, -2.473122)
O (3.050116, -0.947459, -1.761712)
O (2.324236, -2.367519, -4.225602)
H (2.984536, -0.370429, -4.331212)
H (1.250366, -0.562519, -4.429312)
H (1.051786, -1.475079, -2.092072)
H (1.444336, 0.210941, -2.417592)
H (3.736566, -0.587899, -2.328362)
H (1.531006, -2.862009, -4.006832)
C (-0.237394, 0.612501, 3.914148)
C (-0.728124, 0.981471, 2.471998)
O (-2.168714, 0.831231, 2.557028)
O (-0.367754, 1.772981, 4.829698)
H (0.725386, 0.160961, 4.153448)
H (-0.823584, -0.204789, 4.334298)
H (-0.358414, 0.261851, 1.741548)
H (-0.533334, 2.022291, 2.213418)
H (-2.498284, 1.347991, 1.818158)
H (-0.079944, 1.487681, 5.699968)
C (-0.849264, 1.564451, -2.746072)
C (-1.833344, 0.649541, -2.046382)
O (-2.766854, 1.325261, -1.271092)
O (0.053026, 2.086001, -1.767212)
H (-1.479904, 2.332191, -3.194382)
H (-0.414654, 0.880041, -3.474632)
H (-1.293014, -0.001259, -1.358922)
H (-2.469704, 0.071421, -2.716402)
H (-2.245434, 1.848131, -0.657632)
H (0.794456, 2.348851, -2.317472)
O (-0.062744, -0.910089, -0.024872)
H (0.348706, -0.413889, -0.732482)
H (0.605866, -0.952469, 0.658798)

Atomic forces in eV per Å
C 0.76 0.21 -1.44
C -0.16 -0.93 0.22
O 0.44 1.89 0.17
O -0.11 -0.30 -0.39
H 0.31 0.14 -0.28
H -0.70 -0.57 -0.26
H 1.64 -0.13 0.67
H 0.17 -0.24 0.52
H 0.72 -0.48 0.34
H -0.04 0.25 -0.06
C -0.28 -2.52 -0.45
C -1.63 0.42 0.58
O 0.13 0.39 -0.09
O -7.60 -5.49 1.61
H 0.04 0.00 -0.03
H -0.54 -1.53 2.26
H -0.15 0.10 -0.31
H 0.04 -0.70 -0.06
H 0.24 0.09 0.43
H -1.84 -4.79 -0.22
C -2.43 -1.47 1.30
C 1.71 1.20 -1.59
O -0.62 -0.17 1.03
O 0.89 0.64 -0.82
H 0.27 -0.38 0.24
H -0.09 -0.14 -0.82
H 0.39 -0.44 -0.32
H -0.06 0.29 0.60
H 0.17 -0.01 0.14
H -0.16 0.23 0.05
C -0.41 0.78 1.85
C -1.57 -0.68 2.31
O 0.70 0.45 -0.13
O -0.26 -0.85 -1.41
H 0.55 0.54 -1.21
H -1.09 0.11 -0.51
H -0.83 0.56 0.07
H 0.67 -0.13 0.03
H -0.46 -0.05 0.00
H 0.01 -0.06 0.00
C -1.78 -0.89 0.51
C 0.35 0.47 -0.89
O -0.47 1.14 0.65
O -0.08 -0.39 -1.00
H 0.51 0.34 -0.42
H 0.65 0.52 -0.36
H 0.79 0.40 -1.76
H 0.57 -0.27 -0.35
H -0.16 0.38 0.29
H 0.43 0.49 0.51
O 9.16 10.43 -1.28
H 0.51 0.66 -0.30
H 0.73 0.49 0.37

***

Computed, not measured: 2 unconnected molecules or ions with the total composition C4H8NO3 at a distorted geometry, with wB97M-V/def2-TZVPD.

Values from the calculation:
- Energy relative to the best compared isomer or geometry (same formula, charge and spin): 946.0 kJ/mol
- Total charge: -1
- LUMO: 0.4 eV
- Orbital gap: 4.4 eV
- Highest occupied orbital energy: -0.1493 Eh
- Calculated total energy: -11903.4892 eV

Geometry (Å):
C (0.604816, -0.292523, 0.802148)
O (0.519840, 2.247295, 1.320019)
C (-0.031023, 1.205599, 0.720165)
C (-0.655196, 0.057504, 1.657010)
C (0.362718, -1.615528, -0.024085)
O (0.282115, 0.441395, -2.918654)
O (-0.636090, -2.379282, 0.584777)
N (-0.806054, 1.243482, -0.584680)
H (1.525450, -0.374735, 1.429781)
H (-1.417129, -0.652995, 1.389267)
H (0.968560, 0.373222, -3.606183)
H (-1.143791, 2.192623, -0.822439)
H (-0.576385, 0.275545, 2.691438)
H (-0.000409, -1.280594, -1.052364)
H (1.338649, -2.200854, -0.164675)
H (-0.336071, 0.759843, -1.421524)

Atomic forces in eV per Å
C -0.93 -2.76 4.02
O -2.11 -3.81 -2.29
C -0.79 4.48 -2.34
C 3.09 -2.16 -1.76
C -2.53 -0.14 0.08
O -0.29 -0.02 -0.12
O 1.94 0.99 -1.27
N 1.94 0.78 3.00
H -0.51 1.21 -0.78
H -0.57 0.48 -0.49
H -0.27 0.10 0.83
H 0.69 -0.71 0.20
H 0.37 0.78 0.57
H 0.72 -0.49 0.37
H -0.78 1.14 0.30
H 0.03 0.12 -0.32